Entry 1:
The following is a quantum chemistry calculation of 2 unconnected molecules or ions with the total composition C3H6NO4 at a distorted geometry, from OMol25.

Cartesian coordinates (Å):
O1 1.84431 -0.89522 0.72330
C1 1.01379 -0.32929 -0.00692
N1 0.02487 -0.96628 -0.61743
C2 -1.15781 -0.25068 -1.24393
O2 -0.96091 0.28518 -2.33527
O3 -2.18875 -0.39887 -0.56772
C3 1.39169 1.09067 -0.42352
H1 -0.09891 -1.96338 -0.46151
H2 0.90750 1.81652 0.24289
H3 0.97073 1.48396 -1.37221
H4 2.48911 1.11008 -0.51475
H5 -1.14586 0.33604 2.56491
H6 -1.51462 -0.79885 1.54108
O4 -1.57515 -0.51988 2.47108

Properties
**LUMO energy**: 3.901 eV
**Kohn-Sham gap**: 8.8 eV
**2S+1**: 1
**Max |F|**: 0.051 Eh/bohr
**Net charge**: -1

---

Entry 2:
The following is a quantum chemistry calculation of 2 unconnected molecules or ions with the total composition CH4S2 at a distorted geometry, from OMol25.

Cartesian coordinates (Å):
C1 -0.57114 0.59106 -0.02538
S1 2.15702 -0.43777 0.01136
S2 -1.62024 -0.72953 0.01400
H1 -0.44166 1.15395 0.87509
H2 -0.19604 0.96205 -0.95695
H3 2.14329 -0.43108 1.34061
H4 -1.47122 -1.10867 -1.25872

Properties
**LUMO energy (alpha / beta)**: -0.583 / -1.515 eV
**Kohn-Sham gap (alpha / beta)**: 8.2 / 6.5 eV
**2S+1**: 1
**Max |F|**: 0.032 Eh/bohr

---

Entry 3:
The following is a quantum chemistry calculation of 2 unconnected molecules or ions with the total composition C5H14S at a distorted geometry, from OMol25.

Cartesian coordinates (Å):
C1 1.44895 0.90112 -0.84715
C2 0.68284 -0.38774 -0.77248
C3 1.04375 0.96159 2.14520
S1 2.13136 1.50681 0.74704
H1 2.30915 0.96267 -1.53125
H2 0.84493 1.74802 -1.18245
H3 -0.31363 -0.63999 -1.13313
H4 0.74681 -0.81357 0.22472
H5 0.45315 0.19935 1.63097
H6 1.58938 0.39631 2.90481
H7 0.32180 1.60090 2.67208
H8 1.20113 -1.30888 -1.13552
C4 -2.86967 -2.48183 -1.24742
C5 -3.79327 -1.42259 -0.62804
H9 -2.37906 -3.09335 -0.50160
H10 -3.42659 -3.08796 -1.95054
H11 -2.14381 -2.04353 -1.92718
H12 -3.90168 -1.45116 0.46754
H13 -4.86157 -1.69987 -0.91724
H14 -3.63751 -0.47490 -1.09535

Properties
**LUMO energy**: 0.885 eV
**SMILES**: CCSC.CC
**Kohn-Sham gap**: 9.3 eV
**2S+1**: 1
**Max |F|**: 0.069 Eh/bohr

---

Entry 4:
The following is a quantum chemistry calculation of 2 unconnected molecules or ions with the total composition C5H13N3 at a distorted geometry, from OMol25.

Cartesian coordinates (Å):
C1 -0.44800 -2.54103 1.57354
C2 0.46112 -1.72019 0.74024
C3 1.46305 -2.25816 -0.04971
N1 2.18140 -1.53631 -0.93629
H1 -0.20268 -3.59382 1.45822
H2 -0.36083 -2.26426 2.62762
H3 -1.48591 -2.36431 1.27765
H4 0.32153 -0.64339 0.66597
H5 1.63027 -3.33131 -0.06336
H6 3.18523 -1.68755 -0.87646
H7 1.94924 -0.54216 -0.91490
C4 -2.01926 1.40790 -1.13187
N2 -0.57641 3.23858 0.37971
C5 -0.11112 1.97105 0.08372
N3 -0.68421 1.08641 -0.63392
H8 -2.79940 1.33510 -0.37259
H9 -2.25593 0.69156 -1.91429
H10 -2.03871 2.43057 -1.52471
H11 -0.01449 4.03257 0.12902
H12 -1.56702 3.38196 0.36829
H13 0.85361 1.74359 0.53514

Properties
**LUMO energy (alpha / beta)**: -3.374 / -7.121 eV
**Kohn-Sham gap (alpha / beta)**: 9.2 / 5.4 eV
**2S+1**: 2
**<S²>**: 0.759
**Max |F|**: 0.044 Eh/bohr
**Net charge**: +1

---

Entry 5:
The following is a quantum chemistry calculation of 5 unconnected molecules or ions with the total composition C34H70IN2O2 at a distorted geometry, from OMol25.

Cartesian coordinates (Å):
C1 2.78381 -0.63770 1.84820
O1 4.11049 -0.19966 1.58324
C2 4.99915 -1.29899 1.32712
C3 5.03679 -1.73775 -0.16493
C4 5.71846 -0.72014 -1.14367
N1 5.28753 0.69156 -0.87198
N2 4.00788 0.85812 -1.15767
C5 3.63185 2.09778 -0.91255
C6 4.38280 3.18891 -0.36781
C7 5.75571 2.94125 -0.06896
C8 6.14300 1.58161 -0.39555
C9 7.65537 1.28886 -0.12320
C10 7.90506 0.52899 1.21022
O2 7.55791 0.87046 2.27307
I1 8.96569 -1.37677 1.03732
H1 2.69825 -1.42642 2.62749
H2 2.23516 0.25422 2.23893
H3 2.23731 -0.94847 0.92007
H4 4.57035 -2.16624 1.89643
H5 5.98877 -1.11044 1.79256
H6 5.52656 -2.74054 -0.22600
H7 3.98545 -1.91654 -0.49913
H8 6.80574 -0.85244 -1.27202
H9 5.28407 -0.96060 -2.14590
H10 2.57188 2.30871 -1.16855
H11 3.90208 4.16350 -0.19663
H12 6.44985 3.68387 0.34527
H13 8.24128 2.23724 -0.05744
H14 8.04282 0.77006 -1.02557
C11 0.49974 -0.91391 -1.53017
C12 0.25938 0.40369 -0.80189
C13 -0.98201 0.38548 0.08896
C14 -2.30838 0.16783 -0.64303
C15 -2.62546 1.18546 -1.73875
C16 -2.76773 2.60997 -1.21582
H15 -0.31781 -1.15333 -2.21147
H16 1.41648 -0.85805 -2.12334
H17 0.60777 -1.73801 -0.81997
H18 0.19749 1.21984 -1.52954
H19 1.13157 0.61766 -0.17435
H20 -1.02490 1.32528 0.64911
H21 -0.86834 -0.40448 0.83945
H22 -3.11629 0.18101 0.09640
H23 -2.32207 -0.83483 -1.08155
H24 -3.56440 0.89558 -2.21840
H25 -1.86084 1.15610 -2.52145
H26 -3.55814 2.67032 -0.46380
H27 -3.02691 3.28765 -2.03160
H28 -1.83865 2.97147 -0.76906
C17 -2.33241 2.20963 4.22065
C18 -3.20288 2.88532 3.16722
C19 -3.74078 4.24582 3.60974
C20 -4.66314 4.21195 4.82912
C21 -5.89331 3.31825 4.67930
C22 -6.82724 3.76358 3.56030
H29 -2.89389 1.99512 5.13163
H30 -1.94655 1.26030 3.84119
H31 -1.47858 2.83934 4.48320
H32 -4.02534 2.21994 2.88808
H33 -2.60368 3.02826 2.26138
H34 -4.26685 4.70573 2.76735
H35 -2.89659 4.90771 3.83113
H36 -4.98978 5.23474 5.04580
H37 -4.09744 3.88839 5.70846
H38 -6.44793 3.33006 5.62195
H39 -5.59298 2.27892 4.51483
H40 -7.17645 4.78526 3.72721
H41 -7.70232 3.11145 3.51878
H42 -6.33748 3.72127 2.58531
C23 -6.84321 0.81968 0.69977
C24 -7.78952 0.23469 -0.34175
C25 -9.07832 1.03981 -0.50633
C26 -9.96224 1.11474 0.74010
C27 -10.40596 -0.23431 1.30578
C28 -11.26500 -1.04147 0.33885
H43 -7.29087 0.82210 1.69571
H44 -5.92565 0.22810 0.75234
H45 -6.56848 1.84637 0.44364
H46 -8.01658 -0.80490 -0.08930
H47 -7.27276 0.20932 -1.30631
H48 -9.65284 0.61588 -1.33557
H49 -8.82304 2.06031 -0.81112
H50 -10.85132 1.70712 0.49827
H51 -9.43914 1.66987 1.52558
H52 -10.98360 -0.05415 2.21710
H53 -9.53694 -0.82705 1.60701
H54 -12.16269 -0.48525 0.05898
H55 -11.58105 -1.97719 0.80428
H56 -10.71954 -1.29507 -0.57213
C29 7.34034 -7.24712 -3.92580
C30 8.06749 -6.02515 -4.47517
C31 8.45104 -5.01298 -3.39570
C32 7.27501 -4.38771 -2.64371
C33 6.25057 -3.66498 -3.51898
C34 6.83374 -2.47315 -4.27128
H57 6.39056 -6.97696 -3.45924
H58 7.12212 -7.95106 -4.73067
H59 7.95285 -7.76400 -3.18359
H60 7.45513 -5.54902 -5.24655
H61 8.98141 -6.35963 -4.97380
H62 9.05249 -4.22167 -3.85441
H63 9.10641 -5.50139 -2.66753
H64 7.67318 -3.67936 -1.90577
H65 6.75903 -5.16111 -2.06612
H66 5.43620 -3.30846 -2.87740
H67 5.79657 -4.36008 -4.22962
H68 7.25591 -1.74110 -3.57582
H69 6.05504 -1.97421 -4.85302
H70 7.61772 -2.77764 -4.96544

Properties
**LUMO energy**: -4.690 eV
**Kohn-Sham gap**: 7.3 eV
**2S+1**: 1
**Max |F|**: 0.069 Eh/bohr
**Net charge**: +1